{"formula": "C35H42N8NiSSb2", "method": "ωB97M-V/def2-TZVPD", "lumo_ev": [-5.595, -5.590], "de_lowest_kj_mol": 0.0, "max_force_ev_per_a": 0.34, "total_charge": 2, "homo_ev": [-13.65, -13.65], "e_tot_ev": -113836.2848, "elements": ["Sb", "Sb", "Ni", "S", "N", "N", "N", "N", "N", "N", "N", "N", "C", "C", "C", "C", "C", "C", "C", "C", "C", "C", "C", "C", "C", "C", "C", "C", "C", "C", "C", "C", "C", "C", "C", "C", "C", "C", "C", "C", "C", "C", "C", "C", "C", "C", "C", "H", "H", "H", "H", "H", "H", "H", "H", "H", "H", "H", "H", "H", "H", "H", "H", "H", "H", "H", "H", "H", "H", "H", "H", "H", "H", "H", "H", "H", "H", "H", "H", "H", "H", "H", "H", "H", "H", "H", "H", "H", "H"], "xyz": [[2.19035, -0.61326, 0.00295], [-0.02317, -0.23611, 2.55215], [-0.29485, -0.56648, 0.14493], [-2.30894, -1.57048, 0.53553], [0.34871, -0.77750, -3.78462], [-1.76423, 1.56713, 0.34626], [-0.92401, -1.18638, -3.82282], [-0.44672, -0.77989, -1.78160], [0.62856, -0.53183, -2.56676], [-3.04856, 1.08541, 0.57465], [-5.18340, 1.00252, 1.06968], [-4.63139, -0.24428, 1.00034], [1.35978, 3.88955, 1.95626], [-2.28793, -0.29837, -5.71868], [3.86875, -0.09092, -2.48098], [3.54892, 0.42093, -1.22906], [-4.27913, 3.28905, 0.77918], [-2.62954, 0.78612, 3.73327], [3.23297, -0.59710, 1.88349], [4.10028, -4.43179, -0.81157], [0.51868, 1.79902, 2.82038], [2.71189, -1.65083, 2.86420], [0.50552, 2.34194, 4.10465], [-1.59529, -1.50923, -5.08869], [-1.84356, -0.35690, 3.61230], [2.53489, -2.63870, -0.47808], [5.42632, 1.71917, -2.78174], [-1.40901, -1.18532, -2.58591], [1.34488, 4.42355, 3.23733], [-3.89048, 0.69826, 4.31045], [-2.30942, -1.58332, 4.07268], [-3.32278, 0.31761, -4.78167], [3.04323, -5.31133, -1.00463], [1.47599, -3.51805, -0.67433], [-3.33443, -0.23650, 0.70723], [-3.56574, -1.66275, 4.65803], [-4.35673, -0.52612, 4.76974], [0.91872, 3.65102, 4.30994], [4.81740, 0.56391, -3.25374], [-4.20987, 1.81077, 0.81434], [1.73388, -4.85737, -0.93661], [0.94683, 2.57926, 1.74756], [3.84960, -3.09241, -0.54765], [-1.28539, 0.73835, -6.21353], [1.51046, -1.19315, 3.69958], [4.15203, 1.57926, -0.74990], [5.09632, 2.22848, -1.53433], [-1.70853, -2.48024, 3.97721], [-3.59008, 3.73032, 1.50151], [-5.19676, -1.05629, 1.19231], [3.24225, -6.35474, -1.20897], [-1.45930, 2.09902, 1.15879], [2.47751, -2.57871, 2.33585], [3.51426, -1.90018, 3.56233], [-1.80752, 1.57034, -6.68470], [0.17260, 1.74962, 4.95024], [1.06679, -2.01682, 4.25775], [-2.31073, -2.30147, -4.87110], [1.69584, 4.48920, 1.12012], [3.25175, 0.40177, 2.32399], [3.90659, 1.97393, 0.23013], [0.96998, 2.17023, 0.74082], [-4.03132, 3.67230, -0.21166], [-0.59904, 0.31280, -6.94570], [5.12067, -4.78653, -0.86929], [-4.03251, -0.42647, -4.41166], [0.45289, -3.16313, -0.61505], [-2.25111, 1.75325, 3.41515], [-4.49844, 1.58741, 4.41842], [-2.84394, 0.80289, -3.92513], [0.91281, -5.54634, -1.08626], [-2.39822, -1.49293, -2.29751], [0.91125, 4.06734, 5.30845], [-3.89192, 1.08490, -5.30437], [4.68155, -2.40990, -0.41374], [3.39598, -0.99255, -2.84934], [1.80919, -0.42507, 4.41535], [1.66783, 5.44283, 3.40111], [-1.75087, 2.17468, -0.46696], [5.57623, 3.12570, -1.16685], [-2.81751, -0.71134, -6.58183], [-3.92599, -2.61312, 5.02894], [-0.82174, -1.90480, -5.74379], [4.25646, -0.83084, 1.58379], [5.08184, 0.16859, -4.22542], [-5.33352, -0.59187, 5.23013], [6.16625, 2.22284, -3.38922], [-0.69013, 1.14338, -5.39173], [-5.29169, 3.59511, 1.02768]], "forces_ev_per_angstrom": [[0.1, -0.3, 0.1], [0.2, 0.2, 0.1], [-0.2, -0.2, -0.1], [0.0, 0.0, -0.2], [0.0, 0.1, 0.1], [0.0, 0.0, 0.1], [-0.1, 0.0, 0.0], [0.1, 0.1, -0.1], [0.0, -0.1, -0.1], [-0.1, 0.1, -0.1], [0.0, 0.0, 0.0], [0.0, 0.0, 0.0], [0.0, 0.0, 0.0], [0.0, 0.0, 0.0], [0.1, 0.1, 0.0], [-0.2, 0.0, 0.2], [0.0, 0.0, 0.0], [0.0, -0.1, 0.1], [0.1, 0.0, -0.1], [0.0, 0.0, 0.0], [-0.1, -0.1, 0.0], [-0.1, 0.1, 0.1], [0.0, 0.0, 0.0], [0.0, 0.0, -0.1], [0.2, 0.1, 0.0], [0.0, 0.2, 0.0], [0.0, 0.0, 0.0], [0.1, 0.0, 0.0], [0.0, 0.0, 0.0], [0.0, 0.0, 0.0], [-0.1, 0.0, 0.0], [0.0, 0.0, 0.0], [0.0, 0.0, 0.0], [0.1, 0.0, 0.0], [-0.1, 0.0, 0.0], [0.0, 0.0, 0.0], [0.0, 0.0, 0.0], [0.0, 0.0, 0.0], [0.0, 0.0, 0.0], [0.0, 0.0, 0.0], [-0.1, 0.0, 0.0], [0.0, 0.0, 0.0], [0.0, -0.1, -0.1], [0.0, 0.0, 0.0], [0.0, 0.0, -0.1], [0.1, 0.0, -0.1], [0.0, 0.0, 0.0], [0.0, 0.0, 0.0], [0.0, 0.0, 0.0], [0.0, 0.0, 0.0], [0.0, 0.0, 0.0], [0.1, 0.1, 0.0], [0.0, 0.0, 0.0], [0.0, 0.0, 0.0], [0.0, 0.0, 0.0], [0.0, 0.0, 0.0], [0.0, 0.0, 0.0], [0.0, 0.0, 0.0], [0.0, 0.0, 0.0], [0.0, 0.0, 0.0], [0.0, 0.0, 0.0], [0.0, 0.0, 0.0], [0.0, 0.0, 0.0], [0.0, 0.0, 0.0], [0.0, 0.0, 0.0], [0.0, 0.0, 0.0], [0.0, 0.0, 0.0], [0.0, 0.0, 0.0], [0.0, 0.0, 0.0], [0.0, 0.0, 0.0], [0.0, 0.0, 0.0], [0.0, 0.0, 0.0], [0.0, 0.0, 0.0], [0.0, 0.0, 0.0], [0.0, 0.0, 0.0], [0.0, 0.0, 0.0], [0.0, 0.0, 0.0], [0.0, 0.0, 0.0], [-0.1, 0.0, -0.1], [0.0, 0.0, 0.0], [0.0, 0.0, 0.0], [0.0, 0.0, 0.0], [0.0, 0.0, 0.0], [0.0, 0.0, 0.0], [0.0, 0.0, 0.0], [0.0, 0.0, 0.0], [0.0, 0.0, 0.0], [0.0, 0.0, 0.0], [0.0, 0.0, 0.0]]}

***

{"formula": "C35H42N8PPbS2", "method": "ωB97M-V/def2-TZVPD", "lumo_ev": -7.746, "de_lowest_kj_mol": 0.0, "max_force_ev_per_a": 0.42, "total_charge": 3, "homo_ev": -15.49, "e_tot_ev": -85085.1885, "elements": ["Pb", "S", "S", "P", "N", "N", "N", "N", "N", "N", "N", "N", "C", "C", "C", "C", "C", "C", "C", "C", "C", "C", "C", "C", "C", "C", "C", "C", "C", "C", "C", "C", "C", "C", "C", "C", "C", "C", "C", "C", "C", "C", "C", "C", "C", "C", "C", "H", "H", "H", "H", "H", "H", "H", "H", "H", "H", "H", "H", "H", "H", "H", "H", "H", "H", "H", "H", "H", "H", "H", "H", "H", "H", "H", "H", "H", "H", "H", "H", "H", "H", "H", "H", "H", "H", "H", "H", "H", "H"], "xyz": [[1.17236, 0.24695, -1.47025], [0.72484, 1.76108, 3.36531], [0.75960, 2.29208, 5.44282], [-1.00347, 1.98723, 4.46409], [-1.59572, -0.34619, -1.32174], [1.39037, -1.52958, -3.17569], [0.24803, 2.45977, -2.67404], [3.34504, 0.40179, -2.97908], [2.37217, 2.57358, -0.66672], [2.18924, -2.40768, -5.03527], [3.26272, -0.43269, -0.19497], [5.46968, -0.46228, -0.04813], [-1.54793, 4.68253, 4.43452], [3.07033, -0.14445, -4.32271], [-5.01196, -0.70835, -1.74751], [0.76849, -2.76779, -3.37513], [3.61337, -0.60661, 1.15164], [-3.08218, 3.21222, 3.23193], [-2.57072, -0.88753, -1.60709], [-0.16513, -3.45418, -2.59924], [-0.57910, -4.68802, -3.05580], [-3.36277, 5.59729, 3.15056], [-1.96142, 3.40832, 4.04319], [5.67759, -0.78899, 2.45807], [5.00858, -0.62546, 1.25048], [0.43970, 3.61397, -1.76725], [-3.68465, -2.02088, -3.45613], [2.21932, -1.37067, -4.18096], [-3.77717, 4.32176, 2.78256], [-1.86484, 0.47932, 4.78643], [4.50019, -0.27792, -2.34995], [1.26188, -3.32818, -4.55277], [-2.26409, 5.77865, 3.98298], [-3.18562, -1.86435, 5.35837], [-2.55306, 0.36264, 5.99743], [-3.79738, -1.61894, -1.97633], [0.84895, -4.56990, -5.02151], [1.91001, 3.76489, -1.41043], [4.39363, -0.36524, -0.85564], [-3.21052, -0.82258, 6.27763], [-0.07986, -5.23752, -4.25017], [-1.83553, -0.56118, 3.85637], [-2.50733, -1.73508, 4.15217], [2.82976, -0.79295, 2.29699], [-3.89320, -2.87209, -1.09060], [3.49082, -0.96725, 3.49567], [4.89201, -0.95609, 3.57727], [6.75820, -0.80262, 2.51963], [-2.56326, 1.17667, 6.71340], [2.91953, -1.13960, 4.39918], [-3.92469, -2.60644, -0.03317], [6.43512, -0.47636, -0.33784], [3.98982, -0.37597, -4.86697], [-3.73943, -0.93430, 7.21457], [1.23900, -5.00199, -5.93391], [-3.69834, -2.78881, 5.58902], [2.06463, 2.63492, 0.30004], [-4.81174, -3.40318, -1.33807], [2.05756, 4.68424, -0.84236], [-0.53138, -3.03329, -1.67038], [-5.00355, 0.14355, -2.42748], [-1.96739, 6.77410, 4.28500], [-0.13329, 3.43055, -0.85444], [-3.66133, -1.14271, -4.10160], [-4.64638, 4.19426, 2.15141], [0.07677, 4.53987, -2.21466], [2.72783, -2.49959, -5.88272], [2.49571, 3.84993, -2.32912], [5.44077, 0.19978, -2.63152], [-3.05208, -3.54533, -1.26495], [2.53036, 0.60509, -4.90446], [-3.90685, 6.46112, 2.79082], [-1.29579, -5.26227, -2.48231], [-5.91783, -1.28454, -1.93279], [-1.29100, -0.45067, 2.92720], [-3.40294, 2.21142, 2.96563], [-0.74141, 2.28939, -2.82713], [0.64744, 2.68425, -3.58099], [4.52899, -1.30228, -2.72951], [5.36697, -1.10606, 4.53728], [-2.78662, -2.61526, -3.63481], [1.75024, -0.84351, 2.23589], [3.38509, 2.53194, -0.63415], [3.54890, 1.39110, -3.06856], [-5.04464, -0.34245, -0.72068], [-2.49784, -2.55368, 3.44510], [-4.55345, -2.62246, -3.72315], [-0.42401, -6.21411, -4.56288], [-0.69272, 4.81185, 5.08504]], "forces_ev_per_angstrom": [[0.1, 0.0, 0.3], [-0.2, -0.1, 0.1], [-0.1, 0.1, 0.0], [0.3, 0.0, -0.3], [-0.3, 0.0, 0.0], [0.0, -0.1, 0.0], [0.2, 0.0, -0.1], [0.0, 0.0, 0.0], [-0.1, 0.1, -0.1], [0.0, -0.1, -0.1], [0.1, -0.1, 0.1], [0.1, 0.0, 0.0], [-0.1, 0.0, -0.1], [0.0, 0.0, 0.0], [0.1, 0.0, 0.0], [0.0, 0.1, 0.0], [0.1, 0.0, 0.0], [0.0, 0.0, 0.0], [0.0, -0.1, 0.0], [0.0, 0.1, 0.0], [0.0, 0.0, 0.0], [0.0, 0.0, 0.0], [0.0, -0.1, 0.2], [0.1, 0.0, 0.0], [-0.1, 0.0, 0.0], [0.1, -0.1, 0.0], [0.1, 0.0, 0.0], [0.0, 0.0, 0.1], [0.0, 0.0, 0.0], [0.0, 0.1, 0.0], [-0.1, -0.1, 0.1], [0.0, 0.1, 0.0], [0.0, 0.0, 0.0], [0.0, 0.0, 0.0], [0.0, 0.0, -0.1], [-0.1, -0.1, -0.1], [0.0, -0.1, 0.0], [-0.1, -0.2, 0.0], [-0.1, 0.1, 0.0], [0.0, 0.0, 0.0], [0.0, 0.0, 0.0], [0.0, 0.0, 0.1], [0.0, 0.0, 0.0], [0.1, 0.0, -0.3], [0.1, 0.1, 0.0], [-0.1, 0.0, 0.0], [0.0, 0.0, 0.0], [0.0, 0.0, 0.0], [0.0, 0.0, 0.0], [0.0, 0.0, 0.0], [0.0, 0.0, 0.0], [0.0, 0.0, 0.0], [0.0, 0.0, 0.0], [0.0, 0.0, 0.0], [0.0, 0.0, 0.0], [0.0, 0.0, 0.0], [0.1, 0.0, 0.0], [0.0, 0.0, 0.0], [0.0, 0.1, 0.0], [0.0, 0.0, 0.0], [0.0, 0.0, 0.0], [0.0, 0.0, 0.0], [-0.1, 0.0, 0.0], [0.0, 0.0, 0.0], [0.0, 0.0, 0.0], [0.0, 0.0, 0.0], [0.0, 0.0, 0.0], [0.0, 0.0, 0.0], [0.0, 0.0, 0.0], [0.0, 0.0, 0.0], [0.0, 0.0, 0.0], [0.0, 0.0, 0.0], [0.0, 0.0, 0.0], [0.0, 0.0, 0.0], [0.0, 0.0, 0.0], [0.0, 0.0, 0.0], [0.0, 0.0, 0.0], [-0.1, 0.0, 0.0], [0.0, 0.0, 0.0], [0.0, 0.0, 0.0], [0.0, 0.0, 0.0], [0.0, 0.0, 0.0], [0.0, 0.1, 0.1], [0.0, 0.0, 0.0], [0.0, 0.0, 0.0], [0.0, 0.0, 0.0], [0.0, 0.0, 0.0], [0.0, 0.0, 0.0], [0.0, 0.0, 0.0]]}